Record 1
The following is a quantum chemistry calculation of a molecular structure, C38H40GdI2N16O2S2, from OMol25.

```
101
Properties=species:S:1:pos:R:3
Gd -0.069 0.320 -0.390
S -1.127 -2.057 0.665
C -1.118 -1.221 2.221
N -0.681 -1.811 3.313
N -0.244 -3.035 3.184
C 0.414 -3.744 4.157
C 0.807 -5.054 3.866
C 1.471 -5.800 4.817
C 1.766 -5.250 6.056
C 1.385 -3.947 6.342
C 0.710 -3.189 5.405
N -1.631 0.001 2.392
N -1.699 0.827 1.404
C -2.446 1.974 1.675
C -3.641 1.894 2.396
C -4.402 3.027 2.609
C -3.974 4.259 2.139
C -2.787 4.347 1.428
C -2.034 3.216 1.178
H -0.372 -3.448 2.247
H 0.577 -5.470 2.895
H 1.769 -6.811 4.588
H 2.287 -5.838 6.795
H 1.623 -3.517 7.302
H 0.398 -2.177 5.608
H -3.958 0.936 2.776
H -5.334 2.951 3.148
H -4.562 5.145 2.322
H -2.443 5.303 1.062
H -1.086 3.302 0.662
I -2.037 2.821 -2.275
C -0.941 3.407 -4.044
I -0.341 1.756 -5.239
H -0.045 3.918 -3.715
H -1.572 4.045 -4.655
N -0.948 -1.327 -3.715
C 0.217 -1.856 -3.312
N 0.768 -2.746 -4.124
C 1.905 -3.290 -3.701
N 2.508 -4.184 -4.481
N 2.478 -2.988 -2.525
C 1.850 -2.109 -1.773
N 0.711 -1.482 -2.105
C 2.499 -1.842 -0.470
C 3.841 -2.181 -0.320
C 4.469 -1.928 0.886
C 3.713 -1.402 1.923
C 2.374 -1.123 1.695
N 1.780 -1.295 0.519
H -1.210 -1.488 -4.672
H -1.331 -0.539 -3.212
H 2.086 -4.433 -5.357
H 3.368 -4.603 -4.177
H 4.357 -2.612 -1.162
H 5.517 -2.150 1.022
H 4.141 -1.212 2.895
H 1.745 -0.758 2.503
N 6.400 5.743 -1.275
C 5.357 4.882 -1.395
C 5.550 3.507 -1.194
C 4.490 2.639 -1.291
C 3.224 3.120 -1.592
C 3.017 4.468 -1.827
C 4.079 5.343 -1.743
S 1.892 1.989 -1.361
O 2.452 0.689 -1.027
O 0.953 1.884 -2.474
N 0.941 2.391 -0.138
C 1.554 2.325 1.061
N 0.842 1.741 2.044
C 1.345 1.801 3.267
C 2.589 2.356 3.525
C 3.289 2.826 2.422
N 2.785 2.819 1.204
H 7.254 5.413 -0.863
H 6.226 6.732 -1.253
H 6.535 3.140 -0.948
H 4.606 1.582 -1.111
H 2.024 4.825 -2.058
H 3.936 6.396 -1.929
H 0.723 1.374 4.045
H 2.998 2.396 4.518
H 4.292 3.228 2.497
N -2.369 -0.156 -1.341
C -3.372 -0.688 -1.593
N -4.464 -1.254 -1.950
C -4.652 -1.583 -3.365
C -5.912 -2.420 -3.525
C -7.093 -1.679 -2.906
C -6.848 -1.385 -1.413
C -5.428 -1.755 -0.983
H -3.774 -2.123 -3.733
H -4.756 -0.652 -3.934
H -5.783 -3.391 -3.050
H -6.086 -2.592 -4.586
H -8.000 -2.266 -3.036
H -7.236 -0.744 -3.449
H -7.541 -1.956 -0.795
H -7.024 -0.327 -1.212
H -5.320 -2.842 -0.899
H -5.196 -1.322 -0.009
```

Computed properties:
2S+1 ... 8
⟨S²⟩ ... 16.212
E_HOMO (alpha / beta) ... -9.3557 / -9.0531 eV
Frontier orbital gap (alpha / beta) ... 6.55 / 4.63 eV
Energy above the lowest of the compared OMol25 structures with the same formula, charge and spin ... 1.070 eV
Net charge ... +1

=====

Record 2
The following is a quantum chemistry calculation of a gas-phase ion, C38H40N3O (charge +1), from OMol25.

```
82
Properties=species:S:1:pos:R:3
C 1.541 2.213 -6.137
C 0.980 1.697 -4.847
C 1.678 0.735 -4.115
C 1.104 0.176 -2.973
C -0.164 0.589 -2.553
C -0.840 -0.030 -1.300
C -1.128 -1.504 -1.472
C -1.831 -2.286 -0.553
N -2.266 -3.444 -1.148
C -3.312 -4.310 -0.636
C -1.739 -3.516 -2.435
C -1.907 -4.533 -3.359
C -1.382 -4.332 -4.647
C -0.796 -3.100 -4.974
C -0.718 -2.056 -4.039
C -1.078 -2.283 -2.711
C -0.280 0.466 -0.006
C -0.246 -0.473 1.150
N -0.736 -0.154 2.332
C -0.170 -0.615 3.599
C 0.658 0.421 4.370
C 2.073 0.660 3.909
C 2.926 -0.414 3.632
C 4.259 -0.170 3.277
C 4.739 1.140 3.192
C 3.892 2.211 3.493
C 2.569 1.971 3.861
C -1.460 -0.806 4.392
O -1.696 -1.655 5.237
N -2.340 0.136 3.897
C -3.658 0.286 4.471
C -1.965 0.654 2.585
C -3.073 0.424 1.557
C -1.605 2.149 2.656
C 1.121 1.128 -0.120
C 1.215 2.463 -0.526
C 2.453 3.001 -0.869
C 3.616 2.243 -0.697
C 3.531 0.953 -0.169
C 2.280 0.408 0.140
C -0.826 1.609 -3.239
C -0.261 2.148 -4.391
H 0.958 3.068 -6.498
H 2.582 2.532 -6.022
H 1.524 1.442 -6.921
H 2.667 0.412 -4.450
H 1.647 -0.589 -2.407
H -1.858 0.411 -1.334
H -2.026 -2.106 0.499
H -3.158 -5.328 -1.009
H -3.281 -4.278 0.460
H -4.315 -3.982 -0.963
H -2.419 -5.450 -3.076
H -1.451 -5.120 -5.397
H -0.399 -2.942 -5.977
H -0.404 -1.063 -4.356
H -0.929 1.287 0.310
H 0.316 -1.406 1.057
H 0.370 -1.561 3.491
H 0.111 1.372 4.350
H 0.665 0.074 5.424
H 2.552 -1.439 3.710
H 4.917 -1.016 3.061
H 5.773 1.322 2.891
H 4.265 3.234 3.439
H 1.903 2.799 4.111
H -3.626 0.022 5.536
H -3.985 1.327 4.373
H -4.392 -0.359 3.964
H -3.422 -0.617 1.592
H -3.912 1.092 1.788
H -2.720 0.648 0.547
H -1.351 2.449 3.682
H -0.761 2.385 1.999
H -2.472 2.743 2.333
H 0.303 3.058 -0.627
H 2.509 4.020 -1.267
H 4.591 2.663 -0.951
H 4.433 0.366 0.021
H 2.209 -0.584 0.588
H -1.791 1.980 -2.871
H -0.785 2.937 -4.936
```

Computed properties:
E_HOMO ... -10.0215 eV
Frontier orbital gap ... 5.96 eV
Net charge ... +1

=====

Table of DFT total energy (a.u.), in record order: -4655.9644 -1711.2976
Table of max |F| (eV/A), in record order: 2.98 2.84